Entry 1:
C6H13NO | wB97M-V/def2-TZVPD

```
21
Properties=species:S:1:pos:R:3:mulliken_charge:R:1
C 0.606 -0.468 -0.898 0.283
C 0.949 -0.212 0.502 -0.340
C -1.615 0.996 -0.759 -1.196
C -0.728 -0.343 1.510 -1.412
C 1.515 1.121 0.898 -1.525
C -1.022 -0.398 -0.664 0.784
N 0.992 -1.793 -1.355 -0.772
O -1.660 -1.381 -1.075 -0.682
H 0.913 0.320 -1.585 0.445
H 1.449 -1.046 0.992 0.595
H 0.154 -2.320 -1.615 0.296
H 1.552 -1.730 -2.199 0.249
H -1.082 1.738 -0.167 0.322
H -2.637 0.972 -0.374 0.303
H -1.621 1.300 -1.808 0.342
H 1.058 1.939 0.339 0.284
H 1.425 1.314 1.968 0.402
H -1.762 -0.680 1.434 0.479
H -0.305 -1.077 2.198 0.389
H -0.764 0.627 2.008 0.360
H 2.584 1.122 0.648 0.395
```

frontier orbital gap: 9.73 eV
HOMO: -8.9113 eV
DFT total energy: -9967.5120 eV
charge: 0


Entry 2:
C25H32BCl22F9N2O6PS | wB97M-V/def2-TZVPD

```
99
Properties=species:S:1:pos:R:3:mulliken_charge:R:1
C 0.101 -1.559 2.797 -1.686
C -0.220 -0.290 2.002 -0.437
O -1.016 -0.538 0.839 0.092
B -0.399 -1.001 -0.308 0.402
O -0.308 -2.348 -0.510 -0.803
C 0.154 0.021 -1.449 -1.117
C 1.687 0.409 -1.362 1.146
C 2.580 -0.526 -0.575 -1.842
C 4.094 -0.189 -0.728 -1.365
C 4.963 -1.403 -0.976 -0.706
O 5.511 -1.799 0.257 -0.343
C 5.832 -3.175 0.263 -0.973
C 2.208 0.482 -2.823 -0.476
C 2.612 -0.854 -3.440 0.471
O 3.647 -0.938 -4.016 -0.481
Cl 1.538 -2.252 -3.351 -0.141
C 1.456 1.741 -0.658 -0.177
Cl 2.720 2.441 0.199 -0.138
N 0.300 2.239 -0.733 0.243
P -0.433 3.749 -0.066 -0.167
C 0.849 5.040 0.150 -1.260
C -1.006 3.235 1.626 0.464
C -0.617 4.209 2.743 -1.513
C -0.593 1.355 -1.528 2.309
C -2.054 1.316 -1.075 -1.888
C -2.850 0.332 -1.925 -1.250
C -4.290 0.157 -1.467 0.518
F -5.104 -0.034 -2.496 -0.318
F -4.656 1.343 -0.926 -0.355
C -4.470 -0.875 -0.320 0.321
F -3.448 -0.779 0.508 0.106
F -5.545 -0.537 0.362 -0.293
S -4.681 -2.680 -0.864 1.454
F -3.894 -2.400 -2.199 -0.360
F -3.329 -3.081 -0.132 -0.332
F -5.425 -3.041 0.492 -0.332
F -6.060 -2.366 -1.507 -0.295
F -4.823 -4.160 -1.313 -0.293
C -0.631 2.039 -2.929 -1.620
O 0.421 2.987 -3.087 -0.314
N 0.095 3.777 -4.279 -0.091
O 0.855 3.572 -5.116 -0.205
H -0.042 -1.294 3.834 0.542
H -0.544 -2.372 2.502 0.192
H 1.123 -1.918 2.727 0.340
H 0.657 0.321 1.783 0.350
H -0.826 0.320 2.659 0.720
H -1.163 -2.737 -0.726 0.255
H -0.146 -0.470 -2.369 0.480
H 2.429 -1.557 -0.857 0.742
H 2.351 -0.501 0.482 0.703
H 4.436 0.185 0.228 0.554
H 4.300 0.591 -1.448 0.764
H 5.788 -1.165 -1.644 0.167
H 4.412 -2.229 -1.429 0.504
H 4.961 -3.736 0.563 0.315
H 6.164 -3.483 -0.723 0.452
H 6.601 -3.344 0.999 0.224
H 1.501 0.924 -3.512 0.413
H 3.091 1.098 -2.868 0.714
H 0.328 5.924 0.485 0.428
H 1.424 5.229 -0.743 0.418
H 1.508 4.770 0.964 0.394
H -0.742 2.209 1.854 -0.449
H -2.085 3.256 1.547 0.428
H -1.349 4.094 3.531 0.457
H 0.355 4.011 3.169 0.343
H -0.717 5.227 2.394 0.359
H -2.467 2.298 -1.250 1.168
H -2.117 1.142 -0.009 0.471
H -2.934 0.759 -2.918 0.589
H -2.345 -0.618 -2.059 0.542
H -1.584 2.491 -3.182 0.892
H -0.460 1.260 -3.675 0.447
C 2.239 4.629 -9.007 0.366
Cl 1.624 4.415 -7.360 0.085
Cl 3.776 3.775 -9.172 -0.102
Cl 1.071 3.969 -10.155 -0.101
Cl 2.480 6.347 -9.330 -0.097
C -5.611 -1.133 4.480 0.310
Cl -4.236 -0.051 4.776 -0.120
Cl -5.359 -1.994 2.961 -0.040
Cl -5.746 -2.285 5.806 -0.037
Cl -7.092 -0.175 4.366 -0.127
C 1.197 -5.325 4.972 0.337
Cl 1.430 -6.412 3.601 -0.100
Cl 2.625 -4.305 5.192 -0.104
Cl -0.209 -4.304 4.664 -0.047
Cl 0.921 -6.279 6.426 -0.092
C 9.062 -0.477 -1.193 0.377
Cl 8.131 0.283 -2.493 -0.112
Cl 8.761 0.378 0.323 -0.099
Cl 8.566 -2.165 -1.020 -0.080
Cl 10.779 -0.403 -1.583 -0.094
C -8.420 -2.558 8.671 0.354
Cl -8.545 -1.540 7.234 -0.058
Cl -9.739 -3.727 8.680 -0.087
Cl -6.871 -3.422 8.660 -0.119
Cl -8.512 -1.550 10.116 -0.090
```

frontier orbital gap: 8.07 eV
HOMO: -11.8312 eV
DFT total energy: -362448.3728 eV
charge: +1


Entry 3:
C34H27N4O7S3W | wB97M-V/def2-TZVPD

```
76
Properties=species:S:1:pos:R:3:mulliken_charge:R:1
W 6.706 11.650 17.139 1.538
N 2.226 9.914 16.491 -0.602
C 3.598 10.238 16.725 0.693
S 4.020 11.451 15.521 -0.268
N 4.286 9.706 17.689 -1.613
N 5.653 9.955 17.763 1.404
C 6.311 8.894 18.242 -0.394
C 7.639 8.653 18.414 1.447
C 7.986 7.419 19.022 -1.378
C 9.314 7.035 19.197 -0.954
C 10.331 7.888 18.772 -0.528
C 10.074 8.988 18.045 -1.019
C 8.674 9.393 17.855 0.236
O 8.460 10.471 17.149 0.547
H 1.642 10.730 16.411 0.255
H 1.875 9.162 17.170 0.272
H 5.665 8.130 18.647 0.412
H 7.291 6.742 19.441 0.463
H 9.561 6.058 19.655 0.387
H 11.400 7.618 18.921 0.412
H 10.843 9.668 17.648 0.459
O 5.198 12.411 16.129 -0.525
N 5.283 12.538 18.625 -0.072
C 4.343 12.028 19.420 -0.087
C 3.675 12.819 20.313 -1.103
C 4.014 14.176 20.401 -0.260
C 5.021 14.671 19.624 -0.930
C 5.665 13.798 18.725 1.335
S 7.034 14.114 17.801 -0.709
H 4.175 10.947 19.437 0.453
H 2.966 12.420 21.022 0.425
H 3.457 14.846 21.086 0.356
H 5.181 15.713 19.456 0.419
O 8.096 12.707 15.802 -0.196
C 8.507 12.042 14.581 3.121
C 7.636 10.754 14.419 -0.343
O 7.744 10.039 13.446 -0.688
O 6.770 10.611 15.351 -0.430
C 9.992 11.821 14.643 -0.506
C 10.908 12.897 14.877 -0.377
C 12.287 12.666 14.915 -0.919
C 12.814 11.384 14.813 -0.662
C 11.881 10.340 14.717 -0.597
C 10.533 10.514 14.499 -0.363
C 8.213 12.991 13.335 -0.816
C 7.325 14.037 13.285 -0.007
C 7.044 14.742 12.148 -0.875
C 7.649 14.348 10.960 -0.546
C 8.635 13.410 11.023 -0.761
C 8.894 12.711 12.188 -0.167
H 8.913 12.624 16.321 0.199
H 10.643 13.971 14.982 0.417
H 13.015 13.413 15.082 0.476
H 13.866 11.124 14.872 0.411
H 12.117 9.298 14.814 0.437
H 9.865 9.747 14.595 0.662
H 6.808 14.266 14.265 0.144
H 6.191 15.426 12.166 0.378
H 7.407 14.740 9.969 0.381
H 9.239 13.131 10.193 0.427
H 9.541 11.839 12.138 0.342
O 13.345 11.741 22.781 -0.498
C 12.755 12.755 22.050 0.465
O 13.381 13.792 21.976 -0.564
C 11.444 12.421 21.443 0.562
C 10.746 11.323 21.754 -0.939
C 9.580 11.034 21.104 -0.825
C 9.026 11.898 20.109 1.317
S 7.313 11.596 19.685 -0.297
C 9.692 13.063 19.851 -0.328
C 10.949 13.283 20.448 -1.143
H 13.025 10.879 22.575 0.320
H 11.023 10.708 22.602 0.450
H 9.020 10.168 21.405 0.459
H 9.298 13.840 19.173 0.238
H 11.533 14.125 20.239 0.569
```

frontier orbital gap (alpha / beta): 6.82 / 6.83 eV
HOMO (alpha / beta): -7.9376 / -7.9633 eV
DFT total energy: -90320.2350 eV
charge: 0
⟨S²⟩: 0.76
2S+1: 2


Entry 4:
C30H80N3O12 | wB97M-V/def2-TZVPD

```
125
Properties=species:S:1:pos:R:3:mulliken_charge:R:1
C -18.789 21.511 20.457 1.531
C -19.124 22.269 19.170 1.833
O -18.536 23.504 19.043 -0.755
H -18.969 22.186 21.295 -0.683
H -17.724 21.277 20.384 -1.033
H -19.349 20.575 20.530 0.366
H -20.231 22.312 19.045 -1.071
H -18.873 21.628 18.293 -0.728
C -22.923 13.292 21.766 -0.672
O -22.093 13.593 22.849 -0.344
C -20.718 13.257 22.679 -0.579
C -20.073 13.775 21.410 -0.738
N -19.964 15.215 21.421 -0.105
C -19.064 15.754 20.403 -0.838
C -18.879 17.232 20.671 -0.167
O -17.998 17.362 21.776 -0.497
C -18.029 18.668 22.341 -0.001
H -23.967 13.433 22.046 0.249
H -22.856 12.227 21.489 0.297
H -22.704 13.907 20.890 0.240
H -20.637 12.161 22.738 0.348
H -20.259 13.621 23.600 0.315
H -20.684 13.465 20.557 0.355
H -19.106 13.264 21.260 0.421
H -19.627 15.547 22.319 0.205
H -19.530 15.635 19.419 0.332
H -18.116 15.200 20.385 0.402
H -19.857 17.691 20.855 0.122
H -18.436 17.759 19.815 0.431
H -19.015 19.135 22.366 -0.140
H -17.392 19.279 21.690 0.028
H -17.580 18.617 23.330 0.351
C -19.936 25.041 27.463 -0.773
O -20.415 24.470 26.264 -0.310
C -19.354 23.897 25.510 -0.706
C -19.931 23.375 24.211 0.069
N -20.805 22.244 24.498 -0.303
C -21.293 21.620 23.263 0.545
C -22.068 20.383 23.644 -0.949
O -23.421 20.759 23.888 -0.370
C -24.256 19.646 24.133 -0.747
H -20.815 25.413 27.989 0.245
H -19.277 25.893 27.260 0.278
H -19.406 24.293 28.062 0.312
H -18.896 23.076 26.079 0.354
H -18.556 24.637 25.371 0.391
H -19.141 23.048 23.532 -0.102
H -20.430 24.214 23.707 0.273
H -21.604 22.568 25.033 0.286
H -20.422 21.318 22.684 -0.665
H -21.955 22.256 22.665 0.406
H -21.678 19.850 24.520 0.579
H -22.118 19.624 22.843 0.394
H -25.264 20.038 24.254 0.259
H -23.942 19.111 25.033 0.293
H -24.236 19.000 23.247 0.284
C -16.535 17.999 16.244 -0.843
O -17.570 17.432 17.018 -0.254
C -18.860 17.722 16.506 -1.180
C -19.409 19.027 17.035 1.022
N -20.524 19.476 16.203 -0.387
C -21.429 20.390 16.877 0.955
C -22.834 20.360 16.323 -1.145
O -23.458 19.165 16.751 -0.281
C -24.739 18.979 16.208 -0.839
H -16.563 19.093 16.227 0.346
H -16.596 17.583 15.231 0.336
H -15.580 17.713 16.683 0.247
H -19.510 16.867 16.704 0.400
H -18.773 17.782 15.410 0.511
H -18.620 19.781 17.028 -0.462
H -19.787 18.908 18.060 -0.019
H -21.047 18.698 15.821 0.304
H -20.998 21.392 16.863 -0.341
H -21.586 20.079 17.923 -0.327
H -22.793 20.338 15.222 0.619
H -23.385 21.263 16.609 0.507
H -25.048 17.963 16.452 0.255
H -24.705 19.017 15.109 0.331
H -25.451 19.711 16.600 0.292
C -15.616 21.352 18.072 -0.453
C -15.313 21.911 19.459 -0.366
O -15.866 23.179 19.640 -0.595
H -15.062 21.912 17.312 0.337
H -16.671 21.459 17.811 -0.075
H -15.322 20.305 17.957 0.261
H -14.237 21.939 19.643 0.405
H -15.695 21.178 20.191 -0.055
H -16.818 23.165 19.374 0.265
C -21.453 24.358 16.664 -0.107
C -21.367 25.760 16.084 -0.432
O -21.371 26.736 17.128 -0.515
H -20.502 24.006 17.061 -0.033
H -21.713 23.659 15.851 0.243
H -22.279 24.189 17.357 0.099
H -22.224 25.914 15.411 0.374
H -20.495 25.950 15.465 0.056
H -22.189 26.652 17.621 0.322
C -23.337 20.830 20.013 -0.785
C -23.110 22.240 19.530 0.878
O -24.350 22.954 19.699 -0.655
H -24.047 20.279 19.395 0.346
H -23.704 20.833 21.043 0.330
H -22.406 20.257 20.001 -0.079
H -22.907 22.268 18.458 -0.405
H -22.270 22.676 20.074 0.044
H -24.228 23.813 19.284 0.363
C -17.218 26.292 23.067 -1.278
C -17.132 25.218 22.002 0.137
O -18.396 25.138 21.365 -0.581
H -17.432 27.246 22.586 0.362
H -16.268 26.412 23.596 0.379
H -17.978 26.046 23.809 0.105
H -16.857 24.229 22.386 0.179
H -16.372 25.498 21.264 0.291
H -18.363 24.427 20.690 0.205
C -17.448 26.369 15.230 -1.300
C -17.644 25.787 16.607 -0.042
O -17.991 24.415 16.523 -0.545
H -16.781 25.725 14.655 0.282
H -17.018 27.374 15.251 0.359
H -18.393 26.503 14.695 0.276
H -18.394 26.323 17.201 0.275
H -16.703 25.892 17.167 0.331
H -18.129 24.146 17.463 0.228
```

frontier orbital gap: 7.14 eV
HOMO: -4.9124 eV
DFT total energy: -61444.0759 eV
charge: -1


Entry 5:
C5H8S | wB97M-V/def2-TZVPD

```
14
Properties=species:S:1:pos:R:3:mulliken_charge:R:1
C 0.695 -0.685 1.291 -1.157
C 0.299 0.432 0.292 0.428
C -1.220 0.359 0.129 -0.566
C -1.596 0.408 -1.108 -0.366
S -0.241 0.686 -2.268 -0.206
C 0.850 0.160 -1.025 -0.638
H -0.003 -1.576 1.040 0.351
H 1.920 -1.134 1.286 0.240
H 0.446 -0.195 2.261 0.329
H 0.523 1.421 0.659 0.320
H -1.928 0.451 0.992 0.301
H -2.661 0.232 -1.213 0.399
H 2.060 0.434 -1.176 0.298
H 0.857 -0.992 -1.160 0.266
```

frontier orbital gap: 9.14 eV
HOMO: -8.1493 eV
DFT total energy: -16147.6618 eV
charge: 0


Entry 6:
C5H10NOS | wB97M-V/def2-TZVPD

```
18
Properties=species:S:1:pos:R:3:mulliken_charge:R:1
C -1.194 -0.166 0.810 0.034
C -2.073 0.544 0.194 0.421
C 1.088 -1.367 0.264 -0.640
C 2.236 -0.346 0.414 -0.107
C -3.258 0.056 -0.569 -1.071
N 1.762 0.983 0.120 -0.479
O 2.683 -0.507 1.735 -0.544
S -0.139 -1.077 1.587 -0.076
H -1.939 1.625 0.196 0.334
H 0.601 -1.281 -0.703 0.403
H 1.480 -2.370 0.429 0.411
H 3.005 -0.635 -0.319 0.487
H -3.313 -1.028 -0.580 0.350
H -3.198 0.432 -1.588 0.323
H -4.163 0.461 -0.119 0.353
H 2.423 1.537 -0.409 0.255
H 1.525 1.482 0.971 0.234
H 3.557 -0.120 1.862 0.312
```

frontier orbital gap: 8.52 eV
HOMO: -13.6778 eV
DFT total energy: -19711.4535 eV
charge: +1